1.
C23H20FN2NiOS2 | ωB97M-V/def2-TZVPD

Computed properties:
charge = -1
E = -3477.83295 a.u.
multiplicity = 1
Kohn-Sham gap (spin up / spin down) = 0.255 / 0.254 hartree

Positions of all 50 atoms, in Å:
Ni (-0.142, 0.036, 0.001)
S (-4.382, 0.383, -1.856)
S (-2.033, 1.054, -0.090)
F (-0.592, -4.731, 3.921)
O (1.617, -0.462, -0.481)
N (-2.185, -1.025, -1.805)
N (-0.900, -1.255, -1.331)
C (0.060, -0.903, 2.444)
C (1.085, -2.582, -1.481)
C (1.059, -1.883, 2.400)
C (3.271, -2.102, -0.525)
C (1.949, -1.662, -0.810)
C (2.802, -4.313, -1.343)
C (-0.256, -2.206, -1.927)
C (-3.574, -1.462, -5.999)
C (-1.535, -0.200, -5.993)
C (1.543, -3.892, -1.704)
C (-3.841, 1.259, -3.360)
C (-3.308, 0.373, -4.454)
C (-1.391, -2.544, 3.514)
C (-0.895, -2.905, -3.097)
C (-2.742, -0.004, -1.249)
C (3.681, -3.388, -0.767)
C (0.261, 0.442, 1.861)
C (-2.304, -1.229, -6.513)
C (-2.036, 0.594, -4.969)
C (-1.165, -1.268, 3.018)
C (0.850, -3.166, 2.889)
C (-0.376, -3.473, 3.437)
C (-4.070, -0.667, -4.978)
H (-4.714, 1.819, -3.700)
H (1.289, 0.800, 1.943)
H (-1.914, -3.203, -2.858)
H (1.624, -3.920, 2.836)
H (-3.084, 1.985, -3.061)
H (4.687, -3.690, -0.498)
H (0.870, -4.613, -2.149)
H (-0.975, -2.189, -3.919)
H (-1.961, -0.533, 3.054)
H (3.105, -5.339, -1.506)
H (-1.425, 1.385, -4.549)
H (-0.537, -0.019, -6.374)
H (-1.912, -1.857, -7.304)
H (2.017, -1.633, 1.965)
H (-4.177, -2.272, -6.391)
H (-2.342, -2.822, 3.950)
H (3.928, -1.376, -0.060)
H (-5.048, -0.868, -4.558)
H (-0.318, -3.757, -3.439)
H (-0.422, 1.183, 2.277)

***

2.
C37H83InNO17 | ωB97M-V/def2-TZVPD

Computed properties:
charge = -1
E = -2983.11668 a.u.
multiplicity = 1
Kohn-Sham gap = 0.260 hartree

Positions of all 139 atoms, in Å:
In (-3.338, 1.191, -3.087)
O (0.461, 1.288, 0.445)
O (0.164, -4.714, -1.665)
O (-0.971, -1.613, -6.814)
O (-3.033, -0.755, 1.438)
O (-5.238, -4.321, 7.010)
O (0.956, -1.668, -9.206)
O (-0.393, 4.880, 2.550)
O (-0.575, -4.330, -8.140)
O (-4.637, -2.691, 4.238)
O (-0.418, 3.384, 5.201)
O (8.461, 1.012, 2.698)
O (2.086, 1.473, -1.024)
O (0.422, 6.334, 5.359)
O (5.428, 1.643, 1.670)
O (-5.764, -1.328, 6.742)
O (7.913, 2.525, 0.108)
O (-3.880, 0.215, -0.220)
N (-3.359, 0.309, 1.036)
C (1.149, -1.028, -7.953)
C (0.820, -0.769, -10.282)
C (1.050, 5.222, 5.978)
C (9.339, -0.090, 2.684)
C (-1.736, -2.210, -7.847)
C (0.880, 3.956, 5.164)
C (0.795, 1.648, -0.614)
C (-0.963, -2.617, -1.118)
C (-1.812, -3.722, -7.793)
C (-2.964, -1.966, -2.551)
C (-0.183, 1.721, -2.939)
C (-4.412, -1.456, 6.310)
C (-4.490, -4.797, 8.104)
C (9.058, 2.229, 2.284)
C (-3.531, -0.985, -3.592)
C (-6.420, -3.630, 7.377)
C (5.652, 1.520, 0.275)
C (-1.407, 2.110, -3.752)
C (-0.246, -5.443, -7.339)
C (-1.623, -1.505, -2.006)
C (0.177, -3.286, -1.858)
C (7.124, 1.349, -0.035)
C (-4.213, -1.464, 4.809)
C (-5.253, -2.537, 2.973)
C (0.237, -5.403, -2.890)
C (4.396, 2.554, 1.995)
C (-1.486, 4.070, 4.559)
C (-6.653, -2.408, 6.511)
C (-0.177, 7.225, 6.269)
C (-3.825, 1.512, -0.899)
C (-0.180, 2.311, -1.532)
C (0.290, 4.310, 1.450)
C (0.439, -1.760, -6.833)
C (2.399, 0.118, -1.361)
C (2.604, -0.779, -0.153)
C (-1.437, 4.056, 3.046)
C (8.127, 3.046, 1.410)
H (9.908, -0.135, 1.748)
H (-5.746, -3.477, 2.724)
H (9.989, 2.041, 1.738)
H (2.123, 5.446, 6.061)
H (-0.799, 6.693, 6.998)
H (-0.323, 4.390, 0.547)
H (0.648, 5.058, 6.985)
H (-1.698, -0.602, -1.406)
H (-7.267, -4.318, 7.249)
H (-3.672, -2.221, -1.769)
H (-0.649, -2.146, -0.193)
H (-2.750, -1.833, -7.696)
H (-1.749, -3.324, -0.882)
H (2.951, -0.219, 0.706)
H (-3.189, 2.218, -0.372)
H (-4.507, -2.311, 2.209)
H (-7.641, -2.017, 6.773)
H (-4.962, -5.683, 8.546)
H (10.030, -0.051, 3.534)
H (-0.817, 7.899, 5.702)
H (0.582, 7.816, 6.797)
H (8.609, 4.014, 1.248)
H (-6.012, -1.746, 2.995)
H (0.807, -5.670, -7.501)
H (-2.128, -4.027, -6.789)
H (-1.592, 5.086, 4.944)
H (1.080, -5.070, -3.494)
H (-3.910, -0.566, 6.698)
H (0.432, -6.445, -2.648)
H (1.220, 4.096, 4.137)
H (3.412, 2.131, 1.764)
H (1.671, -1.243, 0.146)
H (3.340, 0.165, -1.899)
H (-0.705, -5.347, -3.438)
H (1.787, -0.321, -10.542)
H (3.311, -1.585, -0.337)
H (-0.389, -5.225, -6.275)
H (-1.501, 3.193, -3.806)
H (7.204, 1.086, -1.093)
H (0.116, -3.109, -2.929)
H (-4.368, -4.024, 8.871)
H (0.706, 2.114, -3.444)
H (7.183, 3.247, 1.917)
H (-3.502, -5.071, 7.737)
H (1.134, -2.865, -1.543)
H (0.450, -1.330, -11.140)
H (1.531, 3.198, 5.610)
H (-4.606, -1.165, -3.650)
H (5.112, 0.630, -0.070)
H (0.776, -1.316, -5.892)
H (-1.321, 3.024, 2.698)
H (-2.568, -4.063, -8.512)
H (-2.386, 3.526, 4.856)
H (0.043, 3.375, -1.586)
H (-4.755, -0.620, 4.369)
H (1.217, 4.867, 1.303)
H (-1.236, 1.793, -4.780)
H (0.099, 0.023, -10.052)
H (-6.691, -2.673, 5.454)
H (-4.833, 1.919, -0.848)
H (4.454, 2.754, 3.065)
H (-3.930, -2.316, 6.778)
H (5.268, 2.394, -0.263)
H (0.728, -2.813, -6.802)
H (-6.381, -3.322, 8.428)
H (-2.753, -2.907, -3.078)
H (-3.145, -1.342, 4.594)
H (-3.154, -1.189, -4.590)
H (8.738, -0.995, 2.759)
H (0.794, 0.007, -7.984)
H (-4.650, 2.033, -4.004)
H (2.227, -1.023, -7.742)
H (-0.845, -6.317, -7.620)
H (0.545, 3.266, 1.633)
H (-2.389, 4.445, 2.660)
H (1.688, -0.313, -2.059)
H (-0.986, -1.363, -2.874)
H (-1.417, -1.862, -8.831)
H (-0.028, 0.647, -2.870)
H (7.552, 0.518, 0.528)
H (-1.142, 2.221, -1.040)
H (4.520, 3.502, 1.459)
H (9.295, 2.812, 3.184)

***

3.
C19H20BrIrNOS4Sb | ωB97M-V/def2-TZVPD

Computed properties:
charge = 0
E = -5377.24912 a.u.
multiplicity = 1
relative energy (zero: lowest compared OMol25 entry of this formula, charge and spin) = 398.5 kJ/mol
Kohn-Sham gap (spin up / spin down) = 0.178 / 0.179 hartree

Positions of all 48 atoms, in Å:
Ir (0.564, -1.018, 0.092)
Sb (0.127, -0.207, 3.455)
Br (5.908, 3.007, -0.189)
S (0.079, 1.090, 1.386)
S (-7.758, 1.294, -0.972)
S (1.255, -2.003, 2.197)
S (-2.075, -0.988, 3.375)
O (-7.991, 3.676, -1.903)
N (2.425, -0.082, -0.288)
C (-6.284, 0.378, -0.552)
C (3.556, -0.347, 0.362)
C (-5.696, 3.199, -1.421)
C (-7.165, 2.900, -1.513)
C (-4.524, -1.106, -1.221)
C (3.333, 2.033, -0.934)
C (1.229, -2.023, -4.212)
C (-1.321, -1.468, 0.209)
C (-4.495, -0.091, 0.973)
C (1.604, -1.816, -2.738)
C (2.498, -2.953, -2.248)
C (-2.532, -1.296, 0.172)
C (-5.722, -0.476, -1.496)
C (0.319, -1.714, -1.919)
C (4.620, 0.535, 0.418)
C (-3.873, -0.880, -0.001)
C (-5.696, 0.530, 0.698)
C (4.497, 1.750, -0.235)
C (2.330, 1.085, -0.934)
H (-6.219, -0.621, -2.445)
H (3.434, -2.975, -2.805)
H (-5.433, 3.890, -2.221)
H (-3.998, 0.046, 1.923)
H (-6.168, 1.157, 1.440)
H (0.649, -2.936, -4.333)
H (2.723, -2.842, -1.186)
H (-0.176, -2.689, -1.906)
H (3.610, -1.300, 0.869)
H (0.627, -1.190, -4.573)
H (1.405, 1.272, -1.463)
H (3.202, 2.966, -1.459)
H (-5.513, 3.701, -0.470)
H (-5.072, 2.312, -1.474)
H (-0.364, -1.002, -2.398)
H (2.167, -0.879, -2.683)
H (2.124, -2.094, -4.829)
H (5.515, 0.279, 0.964)
H (-4.057, -1.740, -1.961)
H (1.993, -3.910, -2.379)

***

4.
C35H74B3NO11 | ωB97M-V/def2-TZVPD

Computed properties:
charge = 0
E = -2335.11698 a.u.
SMILES = CCCNB1OBOBO1.C1CCOC1.C1CCOC1.C1CCOC1.C1CCOC1.C1CCOC1.C1CCOC1.C1CCOC1.C1CCOC1
multiplicity = 1
Kohn-Sham gap = 0.361 hartree

Positions of all 124 atoms, in Å:
O (-4.027, 3.643, -2.342)
O (6.599, -3.539, 0.317)
O (3.036, -0.114, 0.341)
O (-5.506, 2.202, -1.192)
O (3.208, -4.437, -3.680)
O (0.015, -8.888, -3.859)
O (1.951, 4.523, 0.581)
O (-3.879, 3.416, 0.033)
O (3.675, 2.757, 5.454)
O (-6.742, 6.384, 4.038)
O (-9.734, 3.259, -2.698)
N (-1.883, 3.995, -1.234)
C (3.949, -5.281, -4.562)
C (7.304, -4.703, 0.749)
C (-0.071, -10.112, -4.588)
C (8.653, -4.215, 1.263)
C (3.914, 1.531, 4.759)
C (-2.142, -9.777, -3.502)
C (2.997, -1.448, -1.609)
C (7.269, -2.364, 0.777)
C (-8.390, 3.385, -2.230)
C (2.489, -6.657, -3.313)
C (-5.760, 6.277, 3.008)
C (1.748, 5.857, 1.053)
C (8.290, -2.834, 1.805)
C (-6.064, 4.987, 2.256)
C (-1.049, 4.003, -2.437)
C (-1.214, -10.901, -3.960)
C (-10.643, 3.590, -1.649)
C (0.327, 2.085, -1.413)
C (2.449, -5.235, -2.769)
C (4.418, -0.931, -1.391)
C (-1.140, -8.729, -3.034)
C (3.378, 2.494, 6.826)
C (3.866, -6.685, -3.976)
C (4.062, 0.461, 5.833)
C (-9.817, 3.638, -0.368)
C (0.335, 3.427, -2.158)
C (-7.584, 4.906, 2.402)
C (4.175, 0.236, -0.445)
C (1.832, 5.783, 2.574)
C (2.821, 4.635, 2.775)
C (2.420, 3.697, 1.649)
C (-8.468, 4.118, -0.900)
C (-7.781, 5.431, 3.818)
C (3.134, 0.993, 6.924)
C (2.392, -1.259, -0.224)
B (-4.832, 2.434, -0.003)
B (-3.243, 3.710, -1.184)
B (-4.951, 2.634, -2.384)
H (-1.680, -11.592, -4.661)
H (1.615, 3.023, 1.962)
H (1.441, -4.824, -2.704)
H (-1.553, 3.448, -3.231)
H (6.522, -1.681, 1.186)
H (-1.503, -7.706, -3.139)
H (-7.954, 2.391, -2.103)
H (-9.720, 2.639, 0.061)
H (2.095, 0.760, 6.683)
H (-5.837, 7.145, 2.343)
H (3.354, 0.597, 7.915)
H (-7.810, 3.927, -2.980)
H (6.736, -5.196, 1.545)
H (3.790, -0.531, 5.473)
H (-0.862, -8.891, -1.986)
H (4.647, -6.831, -3.227)
H (3.955, 1.155, -1.002)
H (5.091, 0.425, 6.197)
H (-2.833, -10.075, -2.715)
H (-10.249, 4.296, 0.385)
H (3.499, -5.245, -5.560)
H (2.760, 4.155, 3.749)
H (2.476, -0.828, -2.342)
H (9.141, -2.159, 1.888)
H (2.584, -2.130, 0.411)
H (-8.743, 5.926, 3.965)
H (-7.695, 4.622, 4.552)
H (-2.724, -9.398, -4.344)
H (0.919, 4.152, -1.591)
H (4.969, -4.899, -4.630)
H (4.806, 1.651, 4.142)
H (0.839, 3.305, -3.119)
H (7.758, -1.875, -0.072)
H (7.825, -2.924, 2.790)
H (5.013, 0.436, 0.226)
H (5.021, -1.701, -0.905)
H (4.229, 2.798, 7.445)
H (2.530, 6.507, 0.646)
H (-5.079, 1.765, 0.948)
H (0.859, 5.519, 2.994)
H (-11.100, 4.564, -1.856)
H (4.918, -0.630, -2.311)
H (0.891, -10.622, -4.526)
H (2.964, -2.479, -1.955)
H (-0.648, 1.595, -1.476)
H (-5.712, 5.019, 1.226)
H (0.573, 2.199, -0.356)
H (1.704, -6.814, -4.052)
H (7.385, -5.391, -0.094)
H (3.966, -7.461, -4.734)
H (1.316, -1.075, -0.243)
H (3.242, 3.085, 1.273)
H (-5.239, 2.106, -3.409)
H (0.782, 6.212, 0.690)
H (9.364, -4.123, 0.440)
H (-7.984, 3.900, 2.272)
H (-0.278, -9.892, -5.641)
H (-0.944, 5.033, -2.791)
H (-8.070, 5.563, 1.679)
H (9.080, -4.880, 2.012)
H (2.154, 6.722, 3.023)
H (1.062, 1.392, -1.825)
H (3.067, 1.315, 4.099)
H (3.845, 4.989, 2.631)
H (-7.629, 3.880, -0.250)
H (-1.377, 3.762, -0.393)
H (2.363, -7.409, -2.536)
H (-11.433, 2.839, -1.625)
H (-5.590, 4.136, 2.750)
H (-8.486, 5.199, -1.057)
H (-4.772, 6.285, 3.469)
H (2.911, -5.179, -1.775)
H (2.512, 3.091, 7.115)
H (-0.857, -11.471, -3.101)

***

5.
C2H3N3OS | ωB97M-V/def2-TZVPD

Computed properties:
charge = 0
E = -715.60410 a.u.
SMILES = O=C1NN=CNS1
multiplicity = 1
relative energy (zero: lowest compared OMol25 entry of this formula, charge and spin) = 241.9 kJ/mol
Kohn-Sham gap = 0.298 hartree

Positions of all 10 atoms, in Å:
S (0.495, -1.631, -0.275)
O (2.656, -0.129, 0.296)
N (-0.878, -1.066, 0.470)
N (0.745, 1.128, -0.157)
N (-0.548, 1.257, -0.182)
C (1.433, -0.148, -0.013)
C (-1.347, 0.245, 0.125)
H (1.375, 1.964, -0.235)
H (-2.357, 0.359, -0.047)
H (-1.575, -1.981, 0.017)

***

6.
C7H13N | ωB97M-V/def2-TZVPD

Computed properties:
charge = 0
E = -328.98407 a.u.
multiplicity = 1
relative energy (zero: lowest compared OMol25 entry of this formula, charge and spin) = 754.5 kJ/mol
Kohn-Sham gap (spin up / spin down) = 0.283 / 0.278 hartree

Positions of all 21 atoms, in Å:
N (0.306, -0.542, -0.545)
C (-0.340, 1.155, 1.256)
C (-1.871, 0.067, -1.079)
C (-2.945, -0.339, -0.433)
C (0.089, -1.724, 0.274)
C (2.226, 0.115, 0.102)
C (2.980, 0.640, -0.843)
C (-0.003, 0.672, -0.123)
H (-3.926, -0.419, -0.905)
H (-0.085, -1.545, 1.338)
H (-1.256, 1.745, 1.200)
H (2.597, -0.267, 1.051)
H (0.969, -2.357, 0.164)
H (0.193, 1.459, -0.847)
H (-2.918, -0.622, 0.618)
H (-0.762, -2.256, -0.149)
H (-0.495, 0.354, 1.974)
H (4.062, 0.738, -0.752)
H (-1.839, 0.331, -2.132)
H (0.464, 1.803, 1.609)
H (2.552, 0.990, -1.779)

***

Q: Among the records above, which one has the lowest E?
A: C19H20BrIrNOS4Sb

***

Q: What is the multiplicity in the fourth record?
A: 1